1.
DFT (wB97M-V/def2-TZVPD) results for a 2-piece molecular cluster, C15H23BrN2O4S overall.

**E_HOMO**: -8.06 eV
**HOMO-LUMO gap**: 8.25 eV

Positions of all 46 atoms, in Å:
1 Br 5.324 0.874 0.444
2 S 0.499 1.687 -2.119
3 O 1.260 2.713 -2.602
4 O 0.222 -1.462 -1.608
5 O -0.158 0.626 -3.267
6 O -4.020 -0.875 0.162
7 N -2.067 0.850 1.182
8 N -0.500 2.096 -0.968
9 C -3.456 1.273 0.952
10 C -4.273 0.454 0.237
11 C -1.884 -0.640 1.032
12 C 3.778 0.028 -0.382
13 C 2.269 -1.928 -0.496
14 C -1.090 1.643 1.933
15 C 1.717 0.293 -1.319
16 C 0.201 1.717 1.432
17 C -0.071 2.709 0.249
18 C 3.449 -1.477 0.078
19 C 1.401 -1.191 -1.304
20 C -0.005 -2.814 -1.659
21 C -2.762 -1.200 0.158
22 C 4.616 -2.330 0.721
23 C 2.832 0.868 -0.970
24 H -0.808 -0.881 0.859
25 H -2.538 -2.422 0.138
26 H 0.794 2.629 2.155
27 H 0.020 -3.389 -0.791
28 H -3.942 0.766 -0.791
29 H 0.981 3.169 -0.369
30 H 4.663 -1.948 1.599
31 H -0.682 3.592 0.608
32 H 4.026 -3.200 0.852
33 H 0.669 0.913 1.207
34 H 5.422 -2.387 0.028
35 H -0.842 -2.806 -2.303
36 H -2.242 -0.844 -1.018
37 H -5.248 0.727 0.127
38 H -1.721 2.344 2.228
39 H 3.079 1.930 -1.033
40 H -3.844 0.574 2.161
41 H 0.890 -3.285 -2.343
42 H 2.016 -2.832 -0.494
43 H -3.515 2.204 1.103
44 H -1.080 0.907 2.937
45 H -1.250 1.330 -0.863
46 H -2.130 -1.004 2.117

---

2.
DFT (wB97M-V/def2-TZVPD) results for a 7-piece molecular cluster, C36H60N9O7 overall.

**Total charge**: +7
**E_HOMO**: -23.35 eV
**Energy relative to the best compared isomer or geometry (same formula, charge and spin)**: 0.14 kcal/mol
**HOMO-LUMO gap**: 8.80 eV

Positions of all 112 atoms, in Å:
1 O -0.129 1.107 -0.096
2 O 3.625 2.388 1.254
3 O -0.643 0.933 -2.200
4 O -1.336 1.939 -6.928
5 O -0.559 4.476 -4.456
6 O 1.419 1.120 -1.592
7 O 6.845 2.455 -0.045
8 N -0.135 6.666 -5.224
9 N -1.974 -10.631 -0.546
10 N -1.782 -3.603 -0.535
11 N 8.526 2.538 -1.651
12 N -2.860 0.569 8.163
13 N 0.217 1.112 -1.306
14 N -2.816 3.564 1.877
15 N 2.320 0.432 1.418
16 N -2.022 1.407 -4.682
17 C 3.695 1.323 3.377
18 C -1.748 -7.897 -0.374
19 C 9.407 3.219 -0.613
20 C -4.029 1.840 6.554
21 C -0.928 -10.032 -1.131
22 C -0.013 6.259 -6.681
23 C -2.050 -12.139 -0.470
24 C -3.063 2.283 4.274
25 C -3.115 2.426 -4.515
26 C 3.271 1.520 1.968
27 C -1.079 -4.328 -1.438
28 C 0.110 5.441 -4.325
29 C -1.782 0.525 7.355
30 C -2.745 1.598 3.103
31 C -2.827 -8.542 0.239
32 C -3.964 1.206 7.789
33 C -3.223 3.670 4.204
34 C -1.684 -2.098 -0.548
35 C -1.182 -5.704 -1.508
36 C 1.276 5.598 -3.414
37 C -3.018 1.639 5.632
38 C -3.110 4.273 2.974
39 C -2.710 2.214 1.858
40 C -0.803 -8.658 -1.057
41 C -2.865 -9.919 0.161
42 C 7.131 2.136 -1.143
43 C 6.316 1.290 -2.076
44 C 3.155 -0.781 1.013
45 C -2.405 -4.249 0.471
46 C -2.518 4.356 0.674
47 C 0.396 1.264 -5.452
48 C -1.843 1.010 6.069
49 C -2.814 -0.120 9.491
50 C -1.007 1.603 -5.856
51 C -2.270 -5.617 0.593
52 C -1.719 -6.402 -0.420
53 H -2.944 -12.482 -0.978
54 H -4.818 1.255 8.453
55 H -2.472 0.642 10.193
56 H 0.737 2.044 -4.768
57 H -0.244 -10.642 -1.705
58 H 0.998 1.309 -6.357
59 H -2.731 -1.802 -0.560
60 H 9.390 2.520 0.215
61 H -3.801 -0.489 9.745
62 H 0.525 0.278 -5.010
63 H -0.120 7.166 -7.274
64 H -0.690 -6.165 -2.353
65 H -3.873 2.036 -3.841
66 H -2.602 3.224 -3.988
67 H -0.028 -8.153 -1.614
68 H -3.325 5.061 0.485
69 H 0.957 5.804 -6.851
70 H 10.391 3.339 -1.059
71 H -1.415 1.378 -3.829
72 H 1.245 4.762 -2.713
73 H 4.008 2.278 3.799
74 H 5.281 1.448 -1.780
75 H -0.978 0.964 5.426
76 H 8.365 3.092 -2.501
77 H 4.319 0.510 3.738
78 H -2.768 -3.709 1.334
79 H -3.435 4.197 5.124
80 H -2.504 1.796 0.885
81 H 3.304 -1.300 1.952
82 H 0.451 7.481 -5.013
83 H -1.069 -1.752 0.274
84 H 6.389 1.575 -3.126
85 H -4.930 2.383 6.299
86 H -3.530 2.665 -5.488
87 H -1.065 7.052 -5.013
88 H -1.271 -1.802 -1.509
89 H -1.929 -12.366 0.586
90 H 1.750 0.811 0.632
91 H -2.812 -6.033 1.432
92 H -3.582 -10.525 0.700
93 H -0.880 0.067 7.734
94 H 2.261 5.598 -3.879
95 H -2.318 3.739 -0.198
96 H -2.378 0.447 -4.714
97 H 2.738 1.216 3.924
98 H -3.330 5.331 2.912
99 H -0.847 5.621 -6.956
100 H 9.008 4.201 -0.383
101 H 9.013 1.720 -2.037
102 H -0.456 -3.713 -2.071
103 H 1.159 6.462 -2.753
104 H 2.496 -1.304 0.323
105 H 6.649 0.257 -1.967
106 H -2.051 -0.891 9.497
107 H -2.512 0.539 3.116
108 H -1.131 -12.477 -0.942
109 H 1.629 0.227 2.137
110 H 4.031 -0.467 0.458
111 H -1.602 4.931 0.816
112 H -3.589 -8.037 0.811

---

3.
DFT (wB97M-V/def2-TZVPD) results for C71H162N10O13 as an isolated structure.

**E_HOMO**: -6.40 eV
**Energy relative to the best compared isomer or geometry (same formula, charge and spin)**: 123.33 kcal/mol
**HOMO-LUMO gap**: 6.93 eV

Positions of all 256 atoms, in Å:
1 O -32.188 -27.176 -2.640
2 O -31.025 -30.061 -1.960
3 O -30.047 -26.851 3.815
4 O -33.625 -28.417 -4.676
5 O -35.967 -33.769 -2.177
6 O -25.723 -29.304 -2.755
7 O -24.761 -29.457 2.398
8 O -29.633 -35.983 0.414
9 O -29.879 -31.231 -4.242
10 O -27.238 -34.919 -0.972
11 O -28.914 -36.275 5.851
12 O -35.694 -28.967 2.101
13 O -20.940 -29.577 6.301
14 N -29.963 -26.851 5.239
15 N -34.966 -28.731 -4.918
16 N -32.799 -34.255 -0.405
17 N -31.517 -25.931 -2.553
18 N -30.712 -30.715 -0.735
19 N -23.151 -28.120 4.541
20 N -28.339 -35.039 5.511
21 N -25.220 -36.353 -2.150
22 N -27.014 -31.479 -3.717
23 N -34.537 -31.970 2.032
24 C -30.845 -31.384 2.024
25 C -25.000 -30.526 -2.834
26 C -36.744 -30.378 -5.025
27 C -35.995 -30.033 1.228
28 C -36.652 -31.664 3.039
29 C -28.427 -28.853 5.262
30 C -28.701 -27.423 5.711
31 C -34.939 -30.623 -3.371
32 C -29.927 -28.008 7.907
33 C -37.444 -29.566 -6.099
34 C -25.684 -38.330 -0.869
35 C -34.334 -28.905 2.474
36 C -30.762 -35.138 0.645
37 C -32.392 -24.946 -1.911
38 C -26.983 -36.205 -0.439
39 C -25.565 -30.289 1.605
40 C -37.113 -28.085 -5.934
41 C -23.218 -29.546 4.186
42 C -29.954 -37.347 0.358
43 C -31.399 -25.516 -5.049
44 C -26.319 -37.078 -1.471
45 C -27.564 -26.501 5.215
46 C -30.845 -23.200 -2.940
47 C -33.638 -24.629 -2.744
48 C -29.173 -32.405 -4.590
49 C -30.673 -25.674 -3.709
50 C -31.812 -31.569 -0.316
51 C -35.253 -30.167 -4.811
52 C -31.555 -34.970 -0.633
53 C -31.668 -28.628 5.163
54 C -24.596 -29.974 3.715
55 C -28.750 -29.372 -0.510
56 C -21.332 -28.227 6.285
57 C -30.162 -33.800 6.591
58 C -35.010 -33.644 -1.126
59 C -21.787 -27.735 4.912
60 C -34.427 -30.963 -5.824
61 C -29.363 -34.022 5.299
62 C -31.436 -32.330 0.995
63 C -27.646 -32.621 4.000
64 C -28.040 -32.519 -3.587
65 C -30.818 -28.563 0.676
66 C -34.998 -27.943 -7.284
67 C -20.613 -30.002 7.601
68 C -33.629 -34.125 -1.593
69 C -31.256 -27.290 5.775
70 C -35.874 -31.481 1.714
71 C -28.708 -32.646 5.055
72 C -31.174 -27.313 7.302
73 C -31.640 -23.614 -1.740
74 C -28.681 -27.383 7.259
75 C -26.634 -33.743 4.256
76 C -33.157 -30.860 -0.087
77 C -30.521 -30.529 -5.275
78 C -35.854 -32.794 -3.189
79 C -35.602 -27.838 -5.864
80 C -32.308 -26.253 5.347
81 C -32.884 -25.400 -0.525
82 C -26.086 -35.890 5.361
83 C -27.437 -35.887 3.260
84 C -30.038 -29.809 0.194
85 C -29.646 -30.624 1.419
86 C -30.308 -34.364 4.121
87 C -32.028 -32.680 -1.345
88 C -29.625 -26.782 -3.873
89 C -25.993 -31.675 -2.683
90 C -24.933 -28.237 -2.300
91 C -29.940 -24.336 -3.437
92 C -35.488 -26.359 -5.434
93 C -27.652 -33.989 0.015
94 C -27.200 -35.144 4.578
95 H -28.731 -32.312 -5.587
96 H -35.004 -32.588 -0.837
97 H -28.489 -32.458 -2.581
98 H -19.770 -29.407 7.975
99 H -28.616 -36.422 6.755
100 H -33.298 -33.313 -2.247
101 H -31.694 -27.726 -2.017
102 H -31.245 -31.091 -5.873
103 H -27.858 -33.100 -0.583
104 H -31.413 -28.208 -0.170
105 H -25.255 -39.044 -1.568
106 H -24.586 -28.360 -1.264
107 H -28.191 -35.324 2.709
108 H -30.936 -34.360 -1.300
109 H -34.148 -25.585 -2.916
110 H -34.203 -28.014 3.088
111 H -33.911 -28.054 -7.232
112 H -34.040 -29.751 3.098
113 H -37.046 -29.880 0.976
114 H -36.399 -33.178 -4.054
115 H -32.628 -28.913 5.600
116 H -23.975 -28.118 -2.825
117 H -22.849 -30.189 4.987
118 H -27.561 -33.501 -3.597
119 H -26.910 -33.695 0.763
120 H -29.030 -24.506 -2.854
121 H -30.389 -34.167 0.969
122 H -20.492 -27.594 6.611
123 H -22.127 -28.050 7.022
124 H -27.427 -26.588 4.135
125 H -30.221 -22.315 -2.821
126 H -33.485 -30.522 -6.149
127 H -24.229 -30.546 -2.052
128 H -26.058 -33.758 3.322
129 H -32.343 -22.809 -1.506
130 H -37.596 -27.667 -5.047
131 H -33.607 -28.070 -3.772
132 H -20.275 -31.037 7.577
133 H -33.233 -34.325 0.498
134 H -23.292 -27.631 3.661
135 H -37.687 -31.314 2.946
136 H -31.334 -35.587 1.466
137 H -29.827 -34.262 3.148
138 H -31.720 -35.914 -1.166
139 H -30.888 -29.375 5.289
140 H -30.261 -37.777 1.318
141 H -28.946 -26.520 -4.683
142 H -29.548 -33.543 7.453
143 H -26.440 -31.518 -1.691
144 H -33.118 -30.319 0.866
145 H -33.432 -30.091 -0.812
146 H -33.300 -24.574 0.048
147 H -28.949 -29.577 5.895
148 H -36.936 -31.428 -5.275
149 H -35.207 -27.078 -7.913
150 H -33.728 -28.764 1.574
151 H -33.863 -30.612 -3.190
152 H -34.366 -24.069 -2.151
153 H -25.871 -33.391 4.954
154 H -25.703 -35.301 6.190
155 H -31.497 -23.027 -3.802
156 H -28.587 -34.281 0.500
157 H -38.525 -29.685 -6.010
158 H -34.046 -31.490 0.012
159 H -32.078 -27.822 7.650
160 H -35.431 -29.935 0.291
161 H -32.517 -32.205 -2.208
162 H -30.161 -27.690 -4.158
163 H -26.554 -35.828 2.622
164 H -33.632 -26.181 -0.668
165 H -24.982 -38.044 -0.084
166 H -30.560 -35.425 4.203
167 H -34.962 -31.157 -6.760
168 H -31.228 -26.317 7.745
169 H -28.701 -29.019 4.219
170 H -29.554 -23.972 -4.395
171 H -25.071 -31.264 1.497
172 H -27.822 -27.981 7.572
173 H -29.080 -26.998 -2.954
174 H -32.063 -26.350 -5.303
175 H -27.036 -37.415 -2.231
176 H -35.285 -28.838 -7.845
177 H -26.585 -26.684 5.655
178 H -30.731 -25.425 -5.909
179 H -30.763 -37.607 -0.334
180 H -36.686 -32.716 3.311
181 H -35.966 -25.800 -6.237
182 H -25.531 -27.339 -2.432
183 H -33.334 -26.393 5.693
184 H -31.612 -30.677 2.352
185 H -34.459 -26.041 -5.272
186 H -33.508 -24.143 -3.706
187 H -36.369 -32.192 1.048
188 H -34.206 -31.968 -5.447
189 H -34.839 -32.668 -3.572
190 H -32.407 -26.296 4.258
191 H -33.678 -35.084 -2.114
192 H -29.526 -31.940 4.892
193 H -27.074 -31.693 3.979
194 H -27.902 -25.489 5.452
195 H -36.070 -26.220 -4.523
196 H -29.793 -25.942 3.619
197 H -29.813 -30.124 -6.008
198 H -35.419 -29.938 -2.673
199 H -25.621 -35.504 -2.549
200 H -30.989 -23.677 -0.860
201 H -22.504 -29.759 3.378
202 H -32.041 -25.825 0.024
203 H -30.528 -32.000 2.866
204 H -28.037 -28.810 0.095
205 H -25.436 -32.610 -2.707
206 H -25.342 -29.573 4.412
207 H -32.294 -32.865 1.408
208 H -21.462 -29.920 8.287
209 H -30.734 -34.695 6.857
210 H -26.594 -30.389 1.970
211 H -21.100 -27.936 4.082
212 H -26.334 -36.119 0.438
213 H -24.747 -31.057 3.696
214 H -29.864 -27.873 8.986
215 H -28.537 -26.352 7.585
216 H -27.380 -29.138 5.400
217 H -30.104 -27.780 0.927
218 H -25.326 -36.212 4.647
219 H -37.133 -29.891 -7.094
220 H -27.607 -36.942 3.470
221 H -31.037 -29.688 -4.813
222 H -28.243 -30.253 -0.911
223 H -32.059 -24.648 -5.114
224 H -32.723 -33.447 -1.008
225 H -31.517 -28.711 1.498
226 H -29.366 -29.944 2.229
227 H -24.958 -36.858 -2.993
228 H -28.155 -32.779 3.041
229 H -25.696 -29.952 0.572
230 H -37.568 -27.546 -6.769
231 H -30.530 -30.638 -2.562
232 H -24.441 -30.582 -3.774
233 H -31.246 -33.808 4.115
234 H -34.175 -31.438 2.817
235 H -28.997 -28.737 -1.364
236 H -28.262 -32.343 6.010
237 H -36.322 -31.846 -2.916
238 H -30.964 -33.063 6.506
239 H -33.875 -31.776 1.280
240 H -30.658 -33.087 0.846
241 H -37.211 -30.258 -4.042
242 H -29.781 -33.313 -4.566
243 H -29.999 -29.085 7.746
244 H -35.359 -34.255 -0.292
245 H -32.034 -25.216 5.549
246 H -36.283 -30.996 3.820
247 H -31.874 -28.498 4.099
248 H -26.460 -38.917 -0.360
249 H -27.502 -30.614 -3.509
250 H -31.133 -33.092 -1.815
251 H -28.838 -31.323 1.189
252 H -35.262 -31.659 -3.262
253 H -26.503 -36.816 5.765
254 H -29.074 -37.873 -0.009
255 H -21.788 -26.654 5.082
256 H -27.922 -36.722 -0.206

---

- What is the formula in the second record?
  C36H60N9O7